C3H4N2O3 | ωB97M-V/def2-TZVPD

Its HOMO energy is -0.315 Ha. As for the total energy: -12291.2556 eV. The energy above the lowest of the compared OMol25 structures with the same formula, charge and spin comes out at 7.740 eV.

Geometry as XYZ:
```
12
Properties=species:S:1:pos:R:3:forces:R:3:lowdin_charge:R:1
C -0.364 -1.798 2.493 0.5 0.1 2.3 -0.048
N 0.321 -1.185 1.622 -3.3 -0.4 -0.6 0.125
O -0.877 -0.696 0.580 -1.7 -4.6 4.3 0.029
C -0.396 0.105 -0.216 4.2 1.8 -3.5 -0.667
N 0.673 0.692 0.079 2.6 3.1 2.9 0.093
O 1.257 1.460 -0.967 -3.6 -1.8 -1.2 -0.064
C 0.110 1.329 -1.892 4.6 -6.2 -2.1 -0.059
O -0.623 0.050 -1.539 -0.6 2.4 -0.6 0.060
H -1.583 -1.887 2.512 3.4 0.1 0.1 0.151
H 0.445 -2.082 3.412 -2.7 0.3 -2.5 0.156
H 0.509 0.976 -2.878 -0.4 1.4 0.5 0.148
H -0.486 2.108 -1.848 -3.0 3.8 0.3 0.075
```
Forces are in eV/Å.